19
Properties=species:S:1:pos:R:3:forces:R:3 method="wB97M-V/def2-TZVPD" relative_energy_kcal_mol=48.6 charge=+1 multiplicity=1 homo_ev=-12.67 total_energy_ev=-7897.9526
C 0.6279 -1.8692 0.8428 -0.80 0.76 0.17
C 1.2455 -1.0212 0.0148 0.11 -1.11 -0.12
C 1.0864 -1.0953 -1.4506 0.46 0.68 0.44
C 1.5744 -0.1240 -2.2246 0.04 -0.21 -0.04
H -0.1222 -2.5716 0.4920 0.25 -0.17 -0.13
H 0.6754 -1.7500 1.9192 0.36 -0.21 -0.02
H 1.9832 -0.3393 0.4266 -0.09 0.23 -0.15
H 0.5751 -1.9616 -1.8504 -0.17 0.05 -0.08
H 1.4673 -0.1045 -3.2985 -0.03 -0.13 -0.07
H 2.1748 0.6674 -1.7897 -0.11 0.09 0.02
C -0.6602 1.7836 1.4608 0.14 -0.78 -0.51
C -1.6937 0.3639 -0.2275 -0.70 0.62 0.67
N -1.7668 0.9943 0.8791 0.48 0.02 -0.06
H -0.5641 1.4688 2.4949 -0.11 0.54 0.20
H -0.8410 2.8336 1.2599 -0.11 0.13 0.50
H 0.2584 1.4873 0.9573 -0.06 -0.01 -0.11
H -0.7884 0.4383 -0.8174 -0.03 -0.24 -0.17
H -2.6123 -0.1301 -0.5228 0.31 -0.32 -0.36
H -2.6194 0.9296 1.4338 0.07 0.05 -0.16